#a
This record from the Open Molecules 2025 dataset describes an isolated molecule of C2. The level of theory is ωB97M-V with the def2-TZVPD basis set.

For the LUMO energy, the calculation gives -3.639 eV. Its total charge is 0.

Last column: natural (NBO) charge in e.
Atoms and positions in Å:
C: -0.610 -0.470 0.270  0.0000
C: 0.610 0.470 -0.270  0.0000

=====

#b
This record from the Open Molecules 2025 dataset describes an isolated molecule of C2. The level of theory is ωB97M-V with the def2-TZVPD basis set.

For the LUMO energy, the calculation gives -4.040 eV. Its total charge is 0.

Last column: natural (NBO) charge in e.
Atoms and positions in Å:
C: 0.000 0.000 0.759  0.0000
C: 0.000 0.000 -0.759  0.0000

=====

Least stable structure: #a

=====

#a
This record from the Open Molecules 2025 dataset describes a cluster of 2 separate species, C2 in total. The level of theory is ωB97M-V with the def2-TZVPD basis set.

For the LUMO energy, the calculation gives -2.444 eV. Its total charge is 0.

Last column: natural (NBO) charge in e.
Atoms and positions in Å:
C: 0.000 0.000 1.346  0.0000
C: 0.000 0.000 -1.346  0.0000

=====

#b
This record from the Open Molecules 2025 dataset describes a cluster of 2 separate species, C2 in total. The level of theory is ωB97M-V with the def2-TZVPD basis set.

For the LUMO energy, the calculation gives -2.424 eV. Its total charge is 0.

Last column: natural (NBO) charge in e.
Atoms and positions in Å:
C: 0.000 0.000 1.339  0.0000
C: 0.000 0.000 -1.339  0.0000

=====

Least stable structure: #a